(1)
The following is a DFT calculation (the ωB97M-V functional and the def2-TZVPD basis) of an isolated ion of composition C53H70N3 and charge +1 in a non-equilibrium geometry.

Last column: Mulliken charge in e.
Atoms and positions in Å:
C -5.976 -1.656 -1.676  -1.369
C -5.670 -0.935 -0.358  0.192
C -6.556 0.307 -0.231  -1.731
C -4.186 -0.637 -0.200  -0.240
C -3.649 0.637 -0.408  -0.252
C -2.284 0.879 -0.300  0.686
C -1.669 2.243 -0.605  2.003
C -2.681 3.384 -0.670  -2.319
C -0.725 2.257 -1.795  -0.419
C -1.435 -0.181 0.135  0.708
C -0.018 0.099 0.373  -2.968
N 0.436 0.733 1.539  1.975
C -0.251 1.753 2.320  -1.218
C 0.051 3.113 2.103  0.771
C 1.243 3.509 1.234  2.697
C 2.518 3.512 2.067  -1.249
C 1.036 4.789 0.431  -1.605
C -0.791 4.091 2.663  -0.399
C -1.918 3.709 3.389  -1.328
C -2.184 2.364 3.627  -0.335
C -1.296 1.375 3.183  -0.233
C -1.401 -0.089 3.596  2.773
C -2.818 -0.472 4.015  -2.102
C -0.362 -0.515 4.632  -1.532
N 1.779 0.633 1.612  0.054
N 2.150 -0.119 0.543  1.740
C 3.574 -0.312 0.402  -0.256
C 4.265 0.583 -0.432  -0.339
C 3.583 1.830 -0.986  1.420
C 3.100 1.553 -2.391  -0.958
C 4.471 3.074 -0.902  -1.880
C 5.598 0.308 -0.736  -0.556
C 6.280 -0.674 -0.026  -1.248
C 5.640 -1.347 1.011  -1.085
C 4.287 -1.147 1.284  0.109
C 3.718 -1.773 2.567  0.536
C 2.395 -2.519 2.426  -1.006
C 3.636 -0.751 3.705  -1.343
C 1.073 -0.249 -0.381  0.994
C 1.060 -1.273 -1.506  0.167
C -1.972 -1.489 0.373  2.188
C -1.133 -2.676 0.870  1.312
C -0.872 -3.730 -0.213  -1.293
C -1.784 -3.398 2.056  -1.302
C -3.331 -1.684 0.144  -0.793
H -5.426 -2.601 -1.757  0.325
H -7.049 -1.875 -1.749  0.496
H -5.701 -1.022 -2.530  0.276
H -5.926 -1.628 0.458  0.410
H -6.339 0.854 0.691  0.392
H -6.406 0.974 -1.088  0.349
H -7.609 0.006 -0.213  0.443
H -4.310 1.464 -0.676  0.411
H -1.028 2.448 0.263  -0.838
H -3.274 3.414 0.252  0.463
H -2.161 4.345 -0.766  0.318
H -3.347 3.267 -1.534  0.501
H -0.069 1.379 -1.769  -0.708
H -1.280 2.251 -2.743  0.697
H -0.067 3.138 -1.789  0.389
H 1.346 2.696 0.501  -1.259
H 2.768 2.474 2.314  -0.005
H 3.356 3.954 1.516  0.386
H 2.364 4.065 3.003  0.366
H 0.076 4.769 -0.101  0.232
H 1.064 5.673 1.083  0.536
H 1.830 4.888 -0.322  0.138
H -0.575 5.153 2.511  0.382
H -2.590 4.475 3.787  0.408
H -3.091 2.080 4.171  0.387
H -1.167 -0.643 2.675  -1.245
H -3.524 -0.243 3.207  0.380
H -2.885 -1.541 4.239  0.458
H -3.112 0.082 4.916  0.500
H 0.659 -0.314 4.282  0.142
H -0.506 0.021 5.581  0.416
H -0.441 -1.594 4.829  0.339
H 2.698 2.009 -0.355  -0.654
H 2.412 0.698 -2.390  -0.169
H 2.564 2.409 -2.824  0.428
H 3.939 1.290 -3.052  0.519
H 4.887 3.179 0.108  0.442
H 5.304 3.006 -1.613  0.526
H 3.895 3.982 -1.128  0.251
H 6.091 0.883 -1.519  0.460
H 7.316 -0.904 -0.272  0.416
H 6.204 -2.051 1.627  0.436
H 4.467 -2.521 2.863  0.723
H 2.425 -3.246 1.609  0.290
H 2.167 -3.052 3.358  0.572
H 1.576 -1.816 2.248  -0.222
H 4.617 -0.302 3.901  0.392
H 2.939 0.051 3.424  -0.042
H 3.285 -1.221 4.633  0.418
H 1.899 -1.967 -1.308  0.505
H 0.200 -1.864 -1.151  -2.806
H -0.167 -2.277 1.214  -1.206
H -0.042 -3.470 -0.878  0.601
H -0.594 -4.693 0.235  0.631
H -1.765 -3.864 -0.838  0.011
H -2.035 -2.708 2.869  0.040
H -2.698 -3.912 1.732  0.382
H -1.084 -4.149 2.445  0.486
H -3.748 -2.690 0.270  0.311
C 2.047 -1.650 -3.922  -1.101
C 2.421 -0.524 -4.912  -0.738
C 1.249 0.401 -4.784  -1.094
C 0.420 0.087 -3.745  -0.598
C 0.830 -1.191 -3.011  3.289
C -0.338 -2.211 -3.303  0.504
C -1.662 -1.779 -3.167  0.337
C -2.723 -2.655 -3.397  -0.680
C -2.454 -3.986 -3.750  -0.720
C -1.137 -4.443 -3.819  -1.160
C -0.081 -3.558 -3.593  -0.240
H 1.662 -2.437 -4.585  0.642
H 2.883 -2.082 -3.370  0.315
H 3.388 -0.061 -4.653  0.187
H 2.536 -0.906 -5.945  0.514
H 1.131 1.242 -5.477  0.439
H -0.563 0.525 -3.640  0.529
H -1.875 -0.740 -2.895  -0.301
H -3.744 -2.272 -3.316  0.474
H -3.285 -4.661 -3.954  0.403
H -0.917 -5.486 -4.054  0.371
H 0.945 -3.931 -3.646  0.430

The total charge is +1. The calculation puts the LUMO energy at -3.05 eV. As for the spin multiplicity: 1. For the total energy, the calculation gives -2225.57701 a.u. As for the HOMO-LUMO gap: 7.93 eV.



(2)
The following is a DFT calculation (the ωB97M-V functional and the def2-TZVPD basis) of one molecule with the formula C5H8O2 in a non-equilibrium geometry.

Last column: natural (NBO) charge in e.
Atoms and positions in Å:
C 1.099 0.422 0.283  -0.034
C 2.266 0.820 -0.551  -0.655
C -2.129 -1.330 -0.210  0.416
C 0.264 -0.602 -0.021  -0.313
C -1.061 -0.586 0.526  -0.007
O -1.259 1.163 0.514  -0.813
O -1.935 -2.192 -1.027  -0.483
H -2.118 1.560 0.722  0.463
H 0.998 0.926 1.234  0.204
H -3.158 -1.034 0.078  0.113
H 0.428 -1.213 -0.902  0.221
H -1.116 -0.735 1.604  0.225
H 3.193 0.652 0.009  0.220
H 2.308 0.262 -1.482  0.214
H 2.220 1.887 -0.778  0.228

The SMILES is C/C=C/[C@@H](O)C=O. The calculation puts the LUMO energy at 0.14 eV. As for the spin multiplicity: 1. For the total energy, the calculation gives -345.69431 a.u. As for the HOMO-LUMO gap: 9.41 eV.